No. 1
Below is C29H22HgN5O5 as an isolated structure, with properties calculated with the ωB97M-V functional and the def2-TZVPD basis.

```
62
Properties=species:S:1:pos:R:3:forces:R:3
Hg 0.306 0.163 0.148 0.4500 0.1247 0.6475
O 1.791 -3.701 -1.363 -0.0529 -0.2062 0.0600
C 1.113 -2.639 -0.875 0.2899 0.4609 -0.3201
O 1.391 -1.495 -1.278 -0.1055 -0.6664 -0.0033
C 0.105 -2.929 0.103 0.3122 -0.0525 -0.2737
C -0.153 -4.214 0.575 -0.3596 0.0048 0.3207
C -1.130 -4.406 1.532 0.5135 -0.4450 -0.3946
C -1.850 -3.295 1.995 -0.1397 1.0713 -0.0767
C -1.557 -2.034 1.506 0.2628 -0.9827 -0.0286
N -0.584 -1.835 0.579 -0.1893 0.3030 -0.0146
C -2.239 -0.795 1.919 -0.1651 1.1354 -0.0634
O -3.194 -0.864 2.865 0.0736 0.1262 -0.1110
O -1.967 0.292 1.429 -0.4867 -0.9549 0.5848
H 2.454 -3.369 -1.986 -0.1329 0.1216 0.1047
H 0.425 -5.035 0.183 0.0282 -0.0932 -0.0131
H -1.337 -5.390 1.923 -0.0072 -0.0451 -0.0144
H -2.626 -3.458 2.730 -0.0633 0.0570 0.0279
H -3.307 -1.759 3.211 0.1379 0.0813 -0.1633
C 3.180 8.370 2.494 -0.0171 0.0129 -0.0309
C 2.443 7.535 1.492 -0.0214 0.0217 -0.0334
C 1.654 6.456 1.873 -0.0463 0.1405 -0.1058
C 0.951 5.722 0.936 -0.0467 0.0365 -0.1789
C 1.026 6.053 -0.414 0.2410 0.2622 0.2175
N 0.286 5.278 -1.323 -0.1981 -0.3542 0.1933
C 0.251 5.406 -2.674 -0.3038 -0.2442 -0.2023
O 0.778 6.275 -3.330 0.2047 0.2785 -0.0156
N -0.531 4.463 -3.350 -0.0688 0.2575 -0.4621
C -0.965 3.192 -3.034 -0.2071 -0.5771 0.2015
C -1.985 2.610 -3.798 0.1838 -0.0239 0.2756
C -2.423 1.340 -3.481 0.1322 0.0523 0.0671
C -1.836 0.666 -2.419 -0.0985 -0.1741 -0.0558
N -0.836 1.191 -1.721 -0.2128 -0.0714 -0.0467
C -0.407 2.410 -2.019 0.2152 0.3469 -0.1409
C 1.828 7.118 -0.811 0.0352 0.0360 -0.2370
C 2.524 7.843 0.138 -0.1111 -0.1262 0.1895
H 3.118 7.939 3.488 0.0229 -0.0096 0.1300
H 2.751 9.372 2.521 0.0371 0.0741 0.0985
H 4.230 8.468 2.225 0.0969 0.0167 0.0410
H 1.589 6.181 2.915 0.0017 -0.0297 0.1201
H 0.353 4.877 1.250 -0.0652 -0.1083 0.0459
H -0.320 4.595 -0.888 0.0660 0.1109 -0.2035
H -0.708 4.759 -4.301 0.1325 0.0296 0.2149
H -2.413 3.158 -4.626 -0.0736 0.0464 -0.0265
H -3.211 0.873 -4.051 -0.0589 -0.0498 -0.0219
H -2.157 -0.327 -2.134 -0.0026 -0.0137 0.0104
H 0.448 2.761 -1.455 0.0222 -0.0024 0.0488
H 1.895 7.378 -1.855 -0.0010 0.0046 0.0429
H 3.132 8.678 -0.183 0.0595 0.0484 -0.0232
N 6.959 6.861 3.544 0.2115 0.2554 0.1093
C 6.264 6.039 3.147 0.3781 0.4186 0.2156
C 5.395 5.036 2.664 -0.6221 -0.6441 -0.3530
C 5.144 3.896 3.430 0.0938 0.1665 -0.0492
C 4.263 2.942 2.970 -0.0032 -0.0025 -0.0079
C 3.612 3.113 1.746 0.2369 0.2598 0.0340
C 3.895 4.237 0.967 0.1142 -0.0671 0.0642
C 4.772 5.196 1.424 0.1822 -0.0144 0.1486
C 2.636 2.185 1.300 -0.6506 -0.4673 -0.3064
C 1.750 1.456 0.908 -0.1250 0.0712 -0.2157
H 5.642 3.776 4.382 0.0110 -0.0168 0.0348
H 4.071 2.055 3.553 -0.0789 -0.0573 0.0558
H 3.412 4.361 0.011 -0.0756 0.0067 -0.0468
H 4.968 6.079 0.837 0.0436 0.0601 -0.0645
```
Positions in Å, forces in eV/Å.

* gap between HOMO and LUMO (spin up / spin down): 5.750 / 8.271 eV
* HOMO level (spin up / spin down): -6.015 / -8.365 eV
* molecular weight: 721.12 g mol⁻¹
* multiplicity: 2
* LUMO energy (spin up / spin down): -0.26 / -0.09 eV

No. 2
Below is C29H22N2PPtS2 as an isolated structure, with properties calculated with the ωB97M-V functional and the def2-TZVPD basis.

```
57
Properties=species:S:1:pos:R:3:forces:R:3
Pt 12.458 13.202 8.123 -1.0365 1.9333 -0.8620
S 14.416 12.391 7.109 0.6192 -0.3391 -0.8368
C 14.302 10.798 7.780 -0.0184 0.0761 1.7262
C 14.836 9.675 7.181 -0.9833 -0.8756 1.6096
C 14.744 8.426 7.860 0.5894 1.1508 -0.0615
C 15.158 7.249 7.184 0.3506 -3.1017 -0.3132
N 15.373 6.163 6.798 -0.2222 2.3917 0.4241
C 14.317 8.352 9.194 -1.1193 0.8712 0.1422
C 13.718 9.497 9.824 1.1642 -1.0795 -0.5718
C 13.751 10.692 9.147 0.2198 0.8864 -0.6648
S 13.208 12.161 9.983 0.7825 -1.2464 1.2240
C 14.391 7.157 9.968 0.2672 -3.2807 2.2731
N 14.470 6.215 10.685 -0.2844 3.0361 -2.3641
H 15.319 9.722 6.238 0.1771 0.0545 -0.7968
H 13.358 9.419 10.858 0.1509 0.1066 -0.5399
C 11.285 13.167 5.446 1.6535 -0.9324 -1.9033
C 10.031 12.542 5.970 -0.8872 0.5172 -0.3515
C 9.265 11.987 4.915 -1.5402 -0.5149 0.7788
C 7.922 11.620 5.147 -0.2188 -0.2362 1.5337
C 7.424 11.651 6.484 -0.2925 -0.0704 -0.0046
C 8.186 12.162 7.546 -0.4353 -0.4672 -0.3242
C 9.468 12.682 7.290 -0.7515 -0.0790 0.2780
P 10.267 13.523 8.750 1.9742 -1.5180 -0.2582
C 9.945 12.751 10.365 -0.5878 -0.7532 0.0624
C 9.940 11.330 10.461 -0.3140 0.3220 -2.0120
C 9.517 10.664 11.578 -0.0849 -0.6581 0.2340
C 9.048 11.322 12.714 0.5145 0.8566 -0.1293
C 9.221 12.709 12.702 -0.0922 -0.3422 -0.1550
C 9.775 13.412 11.583 -0.4009 0.1627 1.7568
C 10.189 14.816 12.024 0.9415 -0.7447 0.6337
C 9.962 15.256 8.835 0.2875 2.0239 -0.6579
C 8.927 15.959 9.501 0.5536 -0.7874 -1.0596
C 8.831 17.322 9.265 -1.1717 0.9156 0.6594
C 9.632 18.001 8.326 -0.2691 -0.4964 0.7873
C 10.747 17.352 7.811 -1.2693 -0.4125 0.8003
C 10.960 16.010 8.110 -0.0158 -0.6862 0.9367
C 12.308 15.437 7.779 0.2604 -1.0871 0.4617
H 11.313 13.039 4.301 -0.2705 0.2183 1.5281
H 12.264 12.653 5.719 -1.2163 0.7976 0.2187
H 11.326 14.241 5.584 0.1653 0.0823 0.3998
H 9.704 11.825 3.914 -0.2648 0.4030 0.7362
H 7.189 11.279 4.399 0.8659 0.1017 0.0480
H 6.399 11.274 6.739 1.0139 0.4107 -0.5619
H 7.763 12.140 8.594 0.5648 0.1890 -1.3487
H 10.195 10.757 9.528 -0.1628 0.5259 1.1133
H 9.541 9.588 11.574 -0.0277 -0.2647 -0.0747
H 8.696 10.730 13.574 0.0548 0.6292 -0.4440
H 8.923 13.333 13.567 0.3906 -0.5268 -0.4320
H 10.664 14.759 13.046 -0.2699 -0.1848 -1.1064
H 9.332 15.411 12.177 -1.0980 0.9482 0.0168
H 10.870 15.345 11.379 0.1786 -0.0066 -0.3451
H 8.211 15.387 10.117 0.4096 0.6043 -0.2879
H 8.082 17.903 9.871 0.6194 -0.5832 -0.9578
H 9.369 19.027 8.081 0.3329 -0.0468 0.1160
H 11.506 17.851 7.273 0.5202 0.6294 -0.6991
H 13.114 15.681 8.505 -0.6566 0.3874 -0.6070
H 12.567 15.628 6.735 0.3398 0.0898 0.2325
```
Positions in Å, forces in eV/Å.

* gap between HOMO and LUMO (spin up / spin down): 4.510 / 6.300 eV
* total charge: -1
* HOMO level (spin up / spin down): -2.128 / -4.204 eV
* molecular weight: 688.70 g mol⁻¹
* multiplicity: 3
* LUMO energy (spin up / spin down): 2.38 / 2.10 eV
* relative energy (zero: lowest compared OMol25 entry of this formula, charge and spin): 118.75 kJ/mol